Computed, not measured: C38H43Cl4N3O2PRuSi as an isolated structure, with ωB97M-V with the def2-TZVPD basis set.

Results
ΔE to the lowest compared entry with this formula, charge and spin in kcal/mol: 6.6
E in a.u.: -4354.992112
⟨S²⟩: 8.785
Multiplicity: 6
Molar mass in g/mol: 875.72
Largest force on an atom in eV/A: 0.6
HOMO-LUMO gap (spin up / spin down) in eV: 5.595 / 6.054
LUMO level (spin up / spin down) in Ha: -0.0091 / -0.0399

Each line ends with the Löwdin spin population.
CARTESIAN COORDINATES (ANGSTROEM)
Ru -0.368 -0.293 0.511  3.22
N 3.535 -1.757 -1.179  0.00
C 2.688 -2.608 -0.264  0.00
C 2.004 -3.757 -0.992  0.00
C 0.886 -4.243 -0.044  0.01
N -0.043 -3.124 0.045  0.05
C 1.480 -4.645 1.304  0.00
C 2.411 -3.618 1.958  0.00
N 1.689 -2.470 2.495  0.01
C 3.457 -3.112 0.939  0.00
H 3.017 -1.540 -2.033  0.00
H 4.416 -2.201 -1.431  0.00
H 3.722 -0.851 -0.709  0.00
H 1.921 -1.919 0.081  0.00
H 2.703 -4.567 -1.226  0.00
H 1.548 -3.418 -1.928  0.00
H 0.421 -5.137 -0.476  0.00
H -0.730 -3.209 0.788  0.00
H -0.575 -3.021 -0.811  0.00
H 2.054 -5.560 1.132  0.00
H 0.680 -4.903 2.003  0.00
H 2.953 -4.137 2.754  0.00
H 2.016 -2.195 3.410  0.00
H 0.683 -2.573 2.527  0.00
H 4.137 -3.923 0.651  0.00
H 4.041 -2.314 1.404  0.00
Cl -1.649 1.215 7.417  0.02
C -1.595 0.388 5.910  0.09
C -2.532 -0.668 5.663  0.09
Cl -3.691 -1.054 6.872  0.03
C -2.508 -1.360 4.482  0.04
Cl -3.599 -2.651 4.159  0.00
C -1.565 -1.037 3.455  0.13
O -1.481 -1.656 2.370  0.26
C -0.634 0.086 3.690  0.13
O 0.164 0.402 2.783  0.28
C -0.669 0.738 4.965  0.05
Cl 0.486 1.985 5.235  0.01
C -3.216 4.316 -4.000  0.01
C -3.204 4.667 -2.659  0.00
C -2.420 3.963 -1.752  0.01
C -1.641 2.890 -2.174  0.04
C -1.671 2.541 -3.528  0.01
C -2.440 3.249 -4.434  0.00
P -0.667 1.799 -1.049  0.12
C -0.867 2.647 0.561  0.01
C -2.020 2.353 1.291  0.01
C -2.227 2.918 2.543  0.00
C -1.279 3.778 3.077  0.01
C -0.133 4.081 2.352  0.00
C 0.074 3.520 1.102  0.01
C 1.051 2.183 -1.545  0.00
C 1.403 3.108 -2.490  0.01
C 2.763 3.377 -2.767  0.00
C 3.744 2.778 -2.036  0.01
C 3.415 1.863 -1.002  0.00
C 4.407 1.369 -0.120  0.00
C 4.024 0.603 0.949  0.00
C 2.679 0.184 1.091  0.02
C 1.670 0.552 0.213  0.06
C 2.058 1.497 -0.792  0.01
H -3.829 4.866 -4.702  0.00
H -3.808 5.495 -2.311  0.00
H -2.422 4.259 -0.711  0.00
H -1.093 1.687 -3.868  0.00
H -2.450 2.958 -5.477  0.00
H -2.757 1.671 0.881  0.00
H -3.121 2.674 3.104  0.00
H -1.429 4.207 4.059  0.00
H 0.612 4.744 2.772  0.00
H 0.982 3.741 0.555  0.00
H 0.642 3.656 -3.030  0.00
H 3.017 4.096 -3.536  0.00
H 4.787 3.024 -2.206  0.00
H 5.442 1.661 -0.261  0.00
H 4.766 0.278 1.673  0.00
H 2.439 -0.480 1.914  0.00
C -0.645 -1.369 -3.144  0.01
Si -2.340 -1.409 -2.273  0.03
C -3.508 -0.166 -3.063  0.00
C -3.013 -3.122 -2.684  0.00
C -2.214 -1.170 -0.453  0.13
H 0.054 -0.707 -2.622  0.01
H -0.724 -1.032 -4.182  0.00
H -0.207 -2.374 -3.170  0.00
H -3.324 -0.021 -4.130  0.00
H -3.436 0.809 -2.578  0.00
H -4.536 -0.519 -2.944  0.00
H -3.146 -3.242 -3.764  0.00
H -3.980 -3.290 -2.204  0.00
H -2.334 -3.912 -2.347  0.00
H -2.432 -2.095 0.086  0.02
H -2.972 -0.450 -0.118  0.01